ORCA calculation (the ωB97M-V functional and the def2-TZVPD basis) on a molecular structure, C21H20BrN5O8Pd at a distorted geometry.

The gap between HOMO and LUMO is 5.33 eV. Its total charge is -2. The calculation puts the LUMO energy at 4.422 eV. Its molecular weight is 656.74 g/mol. As for the spin multiplicity: 1. Its HOMO energy is -0.9 eV. Its energy above the lowest of the compared OMol25 structures with the same formula, charge and spin is 38.9 kJ/mol. As for the total energy: -119446.23159 eV.

Last column: Mulliken charge in e.
Atoms and positions in Å:
Pd 0.10746 -0.17421 0.27385  -0.43
Br -1.23270 1.88371 -1.28000  -0.20
C -2.83838 0.85194 -1.18654  0.64
C -3.82101 1.18608 -2.07423  -0.69
C -5.07443 0.53921 -1.99829  -0.35
C -5.30245 -0.37850 -1.01601  -0.91
C -4.28884 -0.72856 -0.08687  0.83
C -4.55070 -1.65815 0.94359  -0.79
C -3.55382 -1.99395 1.81850  -0.74
C -2.25703 -1.46308 1.67315  -0.03
C -1.90755 -0.56088 0.68421  -1.01
C -2.98080 -0.14856 -0.17954  1.16
H -3.64040 1.95306 -2.81550  0.37
H -5.85112 0.79368 -2.71054  0.35
H -6.27231 -0.86071 -0.92865  0.28
H -5.54011 -2.09938 1.01811  0.27
H -3.75644 -2.70337 2.61591  0.36
H -1.48225 -1.81097 2.34928  0.41
O 2.83322 -1.53529 6.29272  -0.69
N 2.50112 -0.35322 6.32300  1.03
O 2.62883 0.33201 7.34060  -0.71
C 2.02110 0.25614 5.12764  -0.45
C 1.70763 1.59867 5.13513  -0.28
C 1.31906 2.22636 3.97582  -0.43
C 1.20400 1.53780 2.68091  0.50
O 0.84702 2.07195 1.63928  -0.59
C 1.51670 0.09420 2.78498  -0.07
C 1.91294 -0.49716 3.93007  -0.34
N 1.47859 -0.75196 1.57143  1.21
O 2.23015 -0.26120 0.58495  -0.84
O 1.50887 -2.04448 1.82042  -0.85
N 1.03302 3.63985 4.08975  0.93
O 1.12054 4.34734 3.10520  -0.58
O 0.68704 4.07785 5.19213  -0.67
H 1.78555 2.16699 6.04897  0.54
H 2.12974 -1.55464 3.91759  0.65
C 3.81135 -0.70070 -3.40117  -1.18
N 2.52923 -0.93672 -2.77443  0.21
C 1.60427 0.19581 -2.73606  0.20
C 2.10991 -2.02583 -2.01866  0.60
O 0.95404 -2.06264 -1.63123  -0.66
N 2.94522 -3.08309 -1.67752  0.13
C 2.44836 -3.92271 -0.58977  -1.04
C 4.34791 -3.30059 -1.95409  -1.12
H 3.77345 0.28414 -3.86154  0.40
H 4.02619 -1.40988 -4.20535  0.33
H 4.64621 -0.69660 -2.69685  0.38
H 2.16440 1.11948 -2.88385  0.41
H 1.15832 0.23566 -1.74652  -0.84
H 0.81422 0.12122 -3.48718  0.30
H 1.63694 -3.41926 -0.07258  0.25
H 3.25525 -4.07798 0.13082  0.41
H 2.11361 -4.89828 -0.96579  0.23
H 4.64227 -2.98144 -2.94212  0.37
H 4.53114 -4.37653 -1.90517  0.42
H 5.00169 -2.82122 -1.21324  0.30

Force components x, y, z for each atom (eV/Å):
Pd -0.4315 0.5723 -0.2212
Br -0.0333 -0.3070 0.0439
C 0.0114 0.0609 -0.0076
C -0.0670 -0.0450 0.0413
C 0.0478 0.0168 0.0003
C -0.0172 0.0136 -0.0210
C 0.1218 0.0528 0.0119
C 0.0038 -0.0312 -0.0123
C 0.0227 0.0130 -0.0014
C -0.0165 -0.0486 0.0194
C 0.3417 -0.0629 -0.0789
C -0.0956 0.0139 0.0398
H -0.0131 -0.0060 0.0136
H -0.0014 0.0058 0.0074
H 0.0346 0.0106 0.0089
H 0.0036 0.0276 -0.0030
H 0.0163 0.0072 -0.0016
H 0.0207 -0.0203 -0.0059
O -0.1421 -0.1333 0.0292
N 0.3791 0.1350 -0.1803
O -0.1599 0.0104 0.0767
C -0.0497 -0.1236 -0.0992
C -0.0161 0.1154 0.1854
C 0.0971 -0.0493 -0.1023
C 0.0324 -0.1250 -0.0152
O 0.0347 0.2204 0.0115
C 0.1735 0.1243 -0.2167
C -0.0673 -0.0777 0.3321
N 0.0204 -0.7845 0.6871
O -0.4996 -0.0345 0.0484
O 0.1956 0.5847 -0.1064
N -0.2729 -0.1542 -0.0339
O 0.1201 0.0872 -0.0494
O 0.1093 -0.0045 0.0192
H -0.0196 0.0024 -0.0030
H 0.0036 0.0103 -0.0596
C -0.0270 -0.1253 0.1049
N 0.0313 -0.0284 0.0234
C 0.1786 -0.1589 0.0203
C 0.1887 -0.0292 0.1711
O -0.2012 0.0532 -0.4412
N 0.0382 0.0694 -0.1050
C -0.0304 -0.0703 -0.0006
C -0.0951 0.1276 0.1422
H 0.0207 -0.0014 0.0014
H 0.0186 -0.0690 0.0065
H 0.0309 -0.0354 0.0396
H 0.0072 -0.0295 -0.0489
H -0.0690 0.1110 -0.1245
H -0.0438 -0.0189 0.0218
H 0.0616 -0.0264 0.0527
H -0.0262 0.0157 -0.0034
H 0.0239 0.0228 -0.0113
H 0.0102 0.1082 -0.2020
H 0.0042 -0.0007 0.0086
H -0.0087 0.0085 -0.0129